No. 1
Here is C23H26N2O4 in the gas phase from OMol25. Energies are from ωB97M-V/def2-TZVPD.

Geometry as XYZ:
```
55
Properties=species:S:1:pos:R:3:forces:R:3
C 7.26835 -2.80157 -1.34773 0.1351 0.1079 -0.1876
O 6.48600 -3.34497 -0.31220 -0.2675 -0.0970 0.2468
C 5.22784 -2.86451 -0.12530 -0.1415 0.0079 0.0939
C 4.49715 -3.45191 0.91155 0.2346 0.0067 -0.1086
C 3.21379 -3.04147 1.18057 -0.0055 0.0722 -0.1787
C 2.59510 -2.04275 0.41837 0.3405 -0.0594 -0.1800
C 1.23182 -1.65498 0.73946 -0.6134 0.3472 -0.2621
C 0.29666 -1.18059 -0.10865 0.3040 -0.3144 0.4702
N 0.50248 -1.14161 -1.47997 0.4604 -0.2626 -0.0606
C -0.29870 -0.61970 -2.46225 0.0870 0.0335 -0.1447
O -0.15817 -0.98473 -3.61179 -0.1502 -0.0367 -0.0637
C -1.23930 0.45903 -2.06943 -0.1648 0.2587 -0.2214
C -0.79970 1.57559 -1.36418 -0.1196 -0.1221 -0.1475
C -1.66697 2.61514 -1.10476 -0.2836 0.1939 -0.0505
C -3.00314 2.54134 -1.50371 0.2777 0.0322 0.0569
O -3.77970 3.60580 -1.15975 0.3689 -0.1012 0.0593
C -5.13315 3.60407 -1.54618 -0.2409 -0.0044 -0.0622
C -3.44346 1.42300 -2.20480 -0.2206 0.1508 -0.0011
C -2.55673 0.40604 -2.50331 0.2807 0.0032 0.0689
C -1.11931 -0.99386 0.35698 -0.1989 -0.3512 0.1742
O -2.01392 -1.59780 -0.21380 0.0607 -0.1178 -0.1806
N -1.34585 -0.22639 1.44385 -0.0351 0.0346 0.1310
C -0.37423 0.55218 2.17625 0.3719 0.4640 0.0196
C -0.84362 1.99815 2.35311 -0.0325 -0.1966 0.2371
C -2.23019 2.04861 2.98433 -0.0225 0.1496 -0.2841
C -3.19403 1.23525 2.12744 0.1310 -0.1245 0.2658
C -2.68262 -0.19566 2.00619 -0.4916 -0.0609 -0.1981
C 3.34409 -1.44529 -0.59528 -0.1243 -0.0538 0.2355
C 4.64038 -1.84530 -0.86657 0.4017 -0.1214 -0.1062
H 8.21195 -3.34406 -1.31975 -0.0535 0.0696 -0.0414
H 7.46034 -1.73527 -1.18971 -0.0203 -0.0422 -0.0142
H 6.79750 -2.94567 -2.32541 0.0100 0.0176 0.0419
H 4.96800 -4.23017 1.49107 0.0509 -0.0960 0.0736
H 2.66249 -3.50783 1.98392 -0.0512 -0.0514 0.0937
H 0.93444 -1.82864 1.76400 -0.1362 0.0697 0.0774
H 1.20183 -1.79085 -1.82994 -0.1893 0.1313 -0.0599
H 0.23117 1.64349 -1.04583 0.1088 0.0016 0.0461
H -1.33816 3.51067 -0.59951 0.0382 0.0726 0.0661
H -5.54670 4.53910 -1.17159 -0.0195 -0.0825 -0.0490
H -5.67659 2.76424 -1.10140 0.0210 0.0244 -0.0312
H -5.24005 3.57172 -2.63483 0.0024 -0.0156 0.0404
H -4.46730 1.33949 -2.53251 -0.1010 0.0171 -0.0160
H -2.88814 -0.45541 -3.06100 -0.0425 -0.0895 -0.0497
H -0.23008 0.09805 3.16665 0.0806 0.0020 -0.0350
H 0.57800 0.53904 1.64641 -0.1272 -0.0295 0.1505
H -0.88002 2.47938 1.37672 0.0616 0.0379 -0.0063
H -0.11900 2.52836 2.97325 0.0564 0.0239 -0.0327
H -2.19371 1.63069 3.99354 -0.0139 0.0128 0.0887
H -2.56889 3.08295 3.05902 -0.0064 0.0210 0.0926
H -3.26259 1.67893 1.13312 -0.0624 -0.0032 -0.0607
H -4.19032 1.22501 2.57133 -0.0554 -0.0119 -0.0382
H -2.65632 -0.66276 2.99943 -0.0151 -0.0139 -0.0201
H -3.32241 -0.78926 1.35141 0.0874 0.0397 0.1798
H 2.93198 -0.62245 -1.15968 -0.0433 0.0349 -0.0615
H 5.18175 -1.34987 -1.65716 0.0784 0.0212 -0.0564
```
Positions in Å, forces in eV/Å.

E   -35443.3152 eV
Energy above the lowest of the compared OMol25 structures with the same formula, charge and spin   2.622 eV
LUMO energy   0.53 eV
Charge   0

No. 2
Here is 5 unconnected molecules or ions with the total composition C23H26N4O from OMol25. Energies are from ωB97M-V/def2-TZVPD.

Geometry as XYZ:
```
54
Properties=species:S:1:pos:R:3:forces:R:3
C -16.29705 3.31608 -18.31275 0.4110 0.6370 0.7848
C -16.83391 2.33623 -19.11942 1.2403 -0.3359 0.2542
C -18.17238 2.23604 -19.22470 -2.0423 -1.0853 0.7310
N -19.02602 2.90704 -18.46916 0.1660 2.2528 0.8828
C -18.49970 3.86022 -17.65558 1.0370 0.1575 -0.2679
C -17.11309 4.13536 -17.50876 -0.7825 -1.7057 -1.7666
H -15.22050 3.40221 -18.31752 0.1541 0.1100 0.3695
H -16.24135 1.50925 -19.48188 0.3837 0.4167 -0.6354
H -18.66358 1.45400 -19.78464 0.2300 -0.1484 -0.4230
H -19.15287 4.52875 -17.11443 -0.5826 -0.3993 0.1419
H -16.69810 4.86984 -16.83443 -0.2074 0.0998 -0.0673
C -6.10498 3.81947 -9.98229 -1.9157 -1.3336 -0.0891
C -7.46247 3.60906 -9.57263 0.9807 0.0582 -0.4809
C -8.47113 4.44137 -10.03343 0.4871 2.1485 -0.1795
N -8.24871 5.58139 -10.76146 3.2585 -1.2758 0.0397
C -6.90227 5.74352 -11.08333 -1.9611 -0.3490 -0.6805
C -5.84765 4.86798 -10.81669 -0.7863 1.0211 0.4151
H -5.37348 3.03308 -9.86875 0.1465 0.0769 0.6275
H -7.73903 2.77712 -8.94194 0.1271 -0.1402 -0.0262
H -9.51390 4.37157 -9.76112 -0.0380 -0.6412 0.1670
H -6.65520 6.52271 -11.78917 -0.3810 0.5748 0.1852
H -4.87393 5.10330 -11.22028 0.0683 -0.1665 -0.0078
C -2.19595 1.86001 -19.08510 0.2272 0.1173 0.4447
C -3.57774 1.71330 -19.05930 0.4714 -0.2664 -0.1694
C -4.14260 0.70073 -18.30645 1.9969 -1.0610 1.1603
N -3.38438 -0.18006 -17.56672 1.7874 1.2516 -0.7507
C -1.98302 0.02321 -17.56291 -2.4166 0.7165 -1.5381
C -1.36343 1.05535 -18.28854 -1.6600 -0.2861 -0.1115
H -1.77498 2.62021 -19.72640 0.1556 0.0967 0.0099
H -4.22510 2.31881 -19.67629 0.0804 0.1686 -0.0462
H -5.21656 0.59165 -18.33988 -0.0758 -0.4132 0.3580
H -1.30154 -0.71096 -17.15920 -0.5945 -0.2888 0.7196
H -0.29081 1.17963 -18.26773 0.0180 -0.0297 -0.0747
C -10.73082 -1.57763 -11.91080 2.1786 -0.5755 0.6664
C -11.75018 -0.70142 -11.63472 -0.9719 -0.6591 -0.0612
C -11.84469 -0.17597 -10.38173 0.8468 1.0744 1.7259
N -10.98641 -0.38506 -9.37140 0.9370 -1.1503 -0.5169
C -9.96176 -1.24455 -9.61619 -1.2155 -0.2359 -1.9616
C -9.74647 -1.84179 -10.91196 -1.9049 1.1687 1.4285
H -10.60519 -2.05735 -12.87022 -0.2354 -0.0211 -0.1307
H -12.64419 -0.55782 -12.22337 0.3748 0.0600 -0.7453
H -12.61896 0.53362 -10.12998 -0.3319 -0.0428 -0.1051
H -9.39152 -1.58504 -8.76455 0.3104 0.3327 0.0664
H -8.95511 -2.57157 -10.99898 0.0308 0.0737 -0.3727
C -8.34693 4.54183 -16.60967 0.0848 0.2110 -0.3395
C -9.12826 3.50415 -15.83196 -0.6801 -0.8757 -1.7298
C -8.36454 2.64600 -14.87940 0.1797 1.0378 1.0831
O -10.30403 3.29946 -16.10311 1.0570 0.4561 0.5870
H -7.99764 4.11553 -17.55008 -0.5146 -0.3661 -0.2902
H -7.38240 4.86067 -16.21456 -0.3754 0.2566 0.7088
H -9.02741 5.35992 -16.84583 0.2964 0.1255 -0.0102
H -7.88996 1.74883 -15.27684 -0.4336 -0.0072 -0.2018
H -9.03533 2.46962 -14.03856 0.1370 -0.5984 -0.0305
H -7.56550 3.28994 -14.51201 0.2467 -0.2422 0.2530
```
Positions in Å, forces in eV/Å.

E   -32277.6182 eV
Energy above the lowest of the compared OMol25 structures with the same formula, charge and spin   4.421 eV
LUMO energy   0.44 eV
Charge   0

Asked for max |F| across the records above, the calculation gives 0.015; 0.068 Eh/bohr in order.